{"formula": "C26H50ClN2O10PS5", "method": "the ωB97M-V functional and the def2-TZVPD basis", "elements": ["N", "C", "P", "Cl", "C", "C", "C", "C", "C", "N", "H", "H", "H", "H", "H", "H", "H", "H", "H", "H", "O", "S", "O", "C", "C", "C", "C", "H", "H", "H", "H", "H", "H", "H", "H", "O", "S", "O", "C", "C", "C", "C", "H", "H", "H", "H", "H", "H", "H", "H", "O", "S", "O", "C", "C", "C", "C", "H", "H", "H", "H", "H", "H", "H", "H", "O", "S", "O", "C", "C", "C", "C", "H", "H", "H", "H", "H", "H", "H", "H", "O", "S", "O", "C", "C", "C", "C", "H", "H", "H", "H", "H", "H", "H", "H"], "positions_angstrom": [[-1.12968, 0.41231, -0.66717], [-1.15900, -0.77464, -1.46708], [-0.18723, -0.62714, -3.07362], [-0.35348, -2.86713, -3.30686], [-0.02338, 1.24379, -2.99372], [-1.06022, 2.02810, -3.48153], [-0.94211, 3.41012, -3.36930], [0.21679, 3.87733, -2.77236], [1.21525, 3.02061, -2.34981], [1.10695, 1.69334, -2.45683], [-1.98400, 0.56932, -0.15862], [-0.32007, 0.46658, -0.07145], [-0.78579, -1.67022, -0.96408], [-2.18755, -0.96961, -1.77376], [1.20725, -0.72940, -3.13081], [-0.86785, -0.50385, -4.29176], [-1.94133, 1.57371, -3.92017], [-1.72392, 4.08099, -3.69852], [0.37709, 4.93744, -2.62962], [2.11625, 3.43623, -1.91506], [2.42317, 5.75114, -3.51485], [2.31079, 6.96244, -2.74034], [1.51119, 7.01642, -1.55525], [3.96603, 7.55127, -2.38662], [4.31876, 8.43860, -3.57518], [3.06300, 9.27029, -3.86795], [1.86680, 8.31099, -3.85473], [4.63359, 6.70180, -2.26533], [3.91794, 8.12717, -1.46280], [5.18054, 9.06885, -3.35923], [4.56150, 7.82014, -4.44213], [2.93775, 10.02727, -3.09105], [3.13757, 9.79082, -4.82181], [0.96241, 8.78606, -3.48357], [1.68509, 7.88338, -4.83910], [-3.53498, -8.75558, -4.79726], [-3.22174, -8.12665, -3.53869], [-4.17391, -8.09867, -2.45845], [-1.66627, -8.78697, -2.94320], [-0.60969, -7.87415, -3.55705], [-1.15059, -6.44552, -3.40923], [-2.61664, -6.46257, -3.85687], [-1.57443, -9.82719, -3.24685], [-1.67192, -8.71203, -1.85611], [0.35494, -7.99436, -3.06559], [-0.48153, -8.11319, -4.61512], [-1.08820, -6.13861, -2.36348], [-0.57335, -5.73099, -3.99204], [-3.22386, -5.75416, -3.29958], [-2.71362, -6.27323, -4.92408], [-0.17052, -1.62719, 4.23001], [0.12225, -1.56218, 2.81825], [-0.28207, -0.42786, 2.02141], [1.87486, -1.85246, 2.58158], [1.98741, -3.36623, 2.43631], [0.82339, -3.78910, 1.52828], [-0.43632, -3.07797, 2.03920], [2.42749, -1.45225, 3.42876], [2.17259, -1.34366, 1.66453], [2.95161, -3.65602, 2.02115], [1.88443, -3.84136, 3.41455], [1.03102, -3.48133, 0.50066], [0.68731, -4.86928, 1.52376], [-1.12169, -2.83102, 1.23267], [-0.95554, -3.66018, 2.79393], [0.20334, 5.06960, 1.25290], [1.63312, 4.99683, 1.10188], [2.29182, 5.59877, -0.02504], [2.39605, 5.57028, 2.61979], [2.51369, 4.31802, 3.48229], [2.99481, 3.20338, 2.54382], [2.14244, 3.27481, 1.27087], [1.77916, 6.34752, 3.06448], [3.37725, 5.96946, 2.36373], [3.19935, 4.47110, 4.31482], [1.53628, 4.05667, 3.89337], [4.04564, 3.36615, 2.29416], [2.91796, 2.22223, 3.01102], [2.70151, 2.98445, 0.38425], [1.24149, 2.66895, 1.35417], [-3.22935, -3.79849, 3.12796], [-4.04236, -4.32667, 4.19697], [-4.93096, -5.43801, 3.98505], [-2.98016, -4.66696, 5.59761], [-2.95319, -3.35633, 6.37784], [-4.40070, -2.84529, 6.38813], [-4.93973, -2.96646, 4.95699], [-2.00083, -4.98137, 5.24377], [-3.44500, -5.46577, 6.17489], [-2.56785, -3.50167, 7.38593], [-2.30832, -2.63449, 5.87066], [-5.00070, -3.46119, 7.06122], [-4.46252, -1.81782, 6.74298], [-6.00277, -3.19174, 4.93342], [-4.73784, -2.06974, 4.37426]], "atomic_forces_ev_per_a": [[0.0, 0.1, -0.5], [0.1, 0.0, 0.3], [-0.1, 1.8, 0.2], [0.0, -0.5, -0.1], [-0.3, -1.0, -0.3], [0.2, 0.6, 0.0], [0.2, -0.7, 0.3], [-0.1, 1.0, 0.1], [-0.3, -0.3, -0.1], [0.0, 0.4, 0.1], [0.1, -0.1, 0.2], [-0.2, 0.0, 0.2], [0.0, -0.1, -0.2], [0.1, -0.2, -0.2], [-0.1, -0.5, 0.1], [0.0, -0.5, 0.0], [0.0, 0.0, 0.0], [0.0, 0.0, 0.0], [-0.1, -0.1, 0.0], [0.1, -0.1, 0.0], [0.0, 0.0, 0.0], [0.3, 0.5, -0.1], [-0.8, 0.9, -1.2], [0.2, 0.2, -0.1], [-0.1, 0.0, -0.1], [0.0, 0.0, 0.0], [0.1, 0.3, -0.2], [-0.1, -0.1, 0.1], [0.0, 0.0, 0.0], [0.0, 0.0, 0.0], [0.0, 0.0, 0.0], [0.0, 0.0, 0.0], [0.0, 0.0, 0.0], [-0.1, -0.1, 0.0], [0.0, -0.1, 0.0], [-0.1, 0.0, 0.0], [0.2, 0.2, 0.1], [-0.1, -0.1, -0.1], [0.3, 0.0, 0.0], [-0.1, 0.1, -0.1], [0.0, -0.1, 0.0], [0.2, 0.3, 0.0], [-0.2, 0.0, 0.0], [-0.1, 0.0, 0.0], [0.0, 0.0, 0.0], [0.0, 0.0, 0.0], [0.0, 0.0, 0.0], [0.0, 0.0, 0.0], [-0.1, -0.1, 0.0], [-0.1, -0.1, 0.0], [-0.1, 0.2, 0.0], [0.1, -0.3, -0.3], [0.0, 0.2, 0.3], [0.2, -0.2, 0.0], [-0.1, -0.1, 0.0], [0.1, 0.1, 0.0], [0.2, -0.3, -0.2], [-0.1, 0.1, 0.0], [-0.1, 0.0, 0.0], [0.0, 0.0, 0.0], [0.0, 0.0, 0.0], [0.0, 0.0, 0.0], [0.0, 0.0, 0.0], [-0.1, 0.1, 0.1], [-0.1, 0.1, 0.0], [0.0, 0.1, -0.1], [0.2, -0.2, 0.2], [0.5, -1.0, 1.1], [0.1, -0.1, 0.3], [0.0, -0.1, -0.1], [0.0, 0.1, 0.0], [0.1, -0.3, 0.2], [-0.1, 0.0, -0.1], [0.0, 0.0, -0.1], [0.0, 0.0, 0.0], [0.0, 0.0, 0.0], [0.0, 0.0, 0.0], [0.0, 0.0, 0.0], [-0.1, 0.1, -0.1], [-0.1, 0.1, 0.0], [-0.1, -0.1, -0.2], [-0.1, 0.0, 0.4], [0.1, 0.0, -0.2], [0.2, 0.1, 0.3], [0.0, 0.1, -0.1], [0.1, -0.1, 0.0], [-0.1, 0.2, 0.3], [-0.1, 0.0, -0.1], [0.0, 0.0, -0.1], [0.0, 0.0, 0.0], [0.0, 0.0, 0.0], [0.0, 0.0, 0.0], [0.0, 0.0, 0.0], [0.0, -0.1, -0.1], [0.1, -0.1, -0.1]], "smiles": "NC[PH2](Cl)c1ccccn1.O=S1(=O)CCCC1.O=S1(=O)CCCC1.O=S1(=O)CCCC1.O=S1(=O)CCCC1.O=S1(=O)CCCC1", "homo_energy_ev": -8.6, "total_charge": 0, "multiplicity": 1}